1.
C34H38AsIrN8O4S as an isolated structure, computed with the ωB97M-V functional and the def2-TZVPD basis.

```
87
Properties=species:S:1:pos:R:3:lowdin_spin:R:1
Ir 0.395 1.046 -0.571 2.753
N 7.021 0.742 4.171 0.290
C 6.155 0.837 3.181 0.117
C 6.093 2.042 2.403 0.130
C 5.225 2.115 1.358 -0.007
C 4.396 1.007 1.072 0.247
C 4.415 -0.174 1.833 0.001
C 5.286 -0.269 2.878 0.156
S 3.392 1.146 -0.383 0.037
O 4.246 1.681 -1.386 0.040
O 2.720 -0.130 -0.593 0.100
N 2.156 2.070 0.029 0.180
C 1.898 3.418 -0.234 0.024
N 2.763 4.379 -0.040 0.010
C 2.288 5.610 -0.289 0.002
C 0.980 5.843 -0.690 0.006
C 0.162 4.744 -0.865 0.015
N 0.630 3.510 -0.647 0.123
H 7.659 1.496 4.388 0.005
H 7.114 -0.105 4.717 0.005
H 6.755 2.866 2.637 0.004
H 5.181 2.998 0.733 -0.003
H 3.777 -1.002 1.554 -0.003
H 5.356 -1.174 3.468 0.005
H 2.984 6.428 -0.155 0.000
H 0.617 6.843 -0.872 0.001
H -0.860 4.841 -1.208 0.001
N -1.868 1.572 -0.291 0.143
C -2.336 0.806 0.891 0.004
C -3.670 1.329 1.402 0.005
C -4.212 0.775 2.719 0.002
C -4.278 -0.746 2.797 0.000
N -3.015 -1.364 3.220 0.000
C -2.520 -1.264 4.453 0.000
N -3.298 -0.913 5.469 0.000
N -1.236 -1.571 4.672 0.000
C -1.141 0.816 1.834 0.018
O -1.145 1.310 2.931 0.033
O -0.080 0.206 1.289 0.284
H -1.944 2.571 -0.112 0.003
H -2.440 1.352 -1.105 0.002
H -2.440 -0.221 0.529 -0.001
H -4.407 1.115 0.621 0.001
H -3.611 2.417 1.491 0.000
H -5.233 1.146 2.821 0.000
H -3.642 1.169 3.560 0.000
H -4.535 -1.186 1.833 0.000
H -5.067 -1.065 3.480 0.000
H -2.378 -1.691 2.510 0.000
H -4.294 -0.825 5.362 0.000
H -2.928 -0.818 6.400 0.000
H -0.579 -1.468 3.915 0.000
H -0.861 -1.506 5.604 0.000
C 0.756 -5.148 -0.370 -0.001
C 1.047 -4.031 0.401 0.000
C 0.742 -2.760 -0.068 0.001
C 0.144 -2.620 -1.315 0.023
C -0.148 -3.736 -2.094 0.005
C 0.159 -5.000 -1.616 0.002
As -0.324 -0.899 -2.033 0.137
C -2.231 -0.945 -2.230 0.015
C -2.996 -1.869 -1.526 0.006
C -4.381 -1.852 -1.655 0.000
C -4.995 -0.915 -2.475 0.006
C -4.229 0.012 -3.174 0.000
C -2.846 0.001 -3.053 0.006
C 0.390 -0.810 -3.810 0.035
C 1.667 -0.286 -3.994 0.012
C 2.218 -0.268 -5.267 0.000
C 1.496 -0.767 -6.342 0.004
C 0.222 -1.283 -6.152 0.003
C -0.342 -1.304 -4.885 0.007
H 1.000 -6.136 -0.006 0.000
H 1.519 -4.155 1.367 0.000
H 0.970 -1.886 0.529 0.000
H -0.600 -3.628 -3.073 0.000
H -0.063 -5.870 -2.219 0.000
H -2.518 -2.621 -0.909 0.000
H -4.979 -2.589 -1.134 0.000
H -6.071 -0.916 -2.585 0.000
H -4.707 0.729 -3.828 0.000
H -2.251 0.711 -3.618 0.000
H 2.244 0.085 -3.155 0.005
H 3.210 0.135 -5.418 0.000
H 1.928 -0.756 -7.334 0.000
H -0.339 -1.669 -6.993 0.000
H -1.339 -1.705 -4.749 0.000
```

Output
2S+1: 6
Energy in a.u.: -4794.7741
Energy relative to the best compared isomer or geometry (same formula, charge and spin) in kJ/mol: 121.8
Gap between HOMO and LUMO (alpha / beta) in eV: 8.290 / 4.995
Net charge: +3

2.
C34H38BrN8S2Ta as an isolated structure, computed with the ωB97M-V functional and the def2-TZVPD basis.

```
84
Properties=species:S:1:pos:R:3:mulliken_charge:R:1
Ta 0.867 0.398 -0.125 1.089
S 1.633 2.741 -0.099 -0.552
C 0.098 3.143 -0.841 0.954
S -0.791 1.733 -1.360 -0.573
C -0.377 4.401 -0.975 0.919
C 0.313 5.530 -0.446 -0.319
N 0.855 6.427 0.025 -0.385
C -1.640 4.612 -1.609 -0.315
N -2.666 4.739 -2.110 -0.402
C 0.517 -1.819 -2.947 -0.807
C -0.831 -2.526 -3.114 0.016
C -0.752 -3.973 -2.603 -1.456
C -2.028 -1.785 -2.539 0.296
C -3.199 -1.835 -3.287 -1.208
C -4.363 -1.224 -2.860 -1.491
C -4.362 -0.502 -1.680 -0.928
C -3.219 -0.411 -0.898 0.676
C -3.285 0.379 0.396 2.934
C -3.884 1.778 0.182 -1.989
C -4.112 -0.359 1.456 -1.511
C -2.057 -1.086 -1.321 -0.419
N -0.909 -1.131 -0.457 1.760
C -0.751 -2.201 0.284 -0.536
C 0.349 -2.313 1.125 -0.285
C 0.763 -3.331 1.983 -1.659
C 1.945 -2.891 2.577 -1.038
C 2.216 -1.612 2.088 -0.368
N 1.258 -1.256 1.186 1.293
C 3.367 -0.747 2.506 2.373
C 3.314 0.653 1.889 -1.418
C 4.676 -1.451 2.099 -1.635
C 3.334 -0.590 4.038 -1.729
H 1.224 -2.214 -3.678 0.587
H 0.934 -2.009 -1.955 -0.036
H 0.412 -0.746 -3.124 0.072
H -1.021 -2.588 -4.187 0.807
H -0.362 -4.024 -1.585 0.265
H -0.085 -4.552 -3.243 0.438
H -1.734 -4.443 -2.628 0.374
H -3.198 -2.370 -4.228 0.513
H -5.264 -1.304 -3.452 0.422
H -5.271 -0.009 -1.365 0.451
H -2.271 0.491 0.777 -1.548
H -4.969 1.724 0.095 0.458
H -3.505 2.257 -0.718 0.536
H -3.653 2.415 1.038 0.385
H -5.106 -0.589 1.075 0.406
H -4.229 0.276 2.336 0.438
H -3.639 -1.298 1.754 0.239
H -1.494 -2.993 0.248 0.673
H 0.258 -4.270 2.147 0.606
H 2.548 -3.444 3.277 0.655
H 3.427 0.626 0.798 0.132
H 4.156 1.235 2.266 0.641
H 2.402 1.184 2.184 0.252
H 4.687 -1.676 1.032 0.220
H 4.797 -2.384 2.646 0.404
H 5.529 -0.813 2.331 0.453
H 2.408 -0.107 4.355 0.296
H 4.175 0.024 4.358 0.481
H 3.410 -1.551 4.541 0.405
N -2.372 -0.079 4.711 -0.332
C -1.614 0.760 3.995 0.289
C -0.908 0.342 2.839 -0.135
N -0.165 1.197 2.156 1.077
C -0.069 2.460 2.574 -0.594
C -0.768 2.861 3.708 -0.920
N -1.530 2.032 4.392 -0.616
H -2.535 -1.029 4.433 0.204
H -2.840 0.272 5.531 0.271
H -0.966 -0.685 2.500 -0.177
H 0.558 3.152 2.033 0.598
H -0.710 3.883 4.060 0.461
Br 3.465 -0.828 -1.460 0.012
C 3.167 0.445 -2.851 0.511
C 4.072 0.634 -3.869 -0.810
C 3.729 1.577 -4.830 -0.352
C 2.531 2.265 -4.711 -0.923
C 1.706 1.985 -3.635 -0.240
N 2.021 1.079 -2.708 0.408
H 5.000 0.083 -3.920 0.497
H 4.391 1.760 -5.665 0.443
H 2.237 3.010 -5.435 0.476
H 0.754 2.486 -3.508 0.543
```

Output
2S+1: 1
Energy in a.u.: -5183.3471
Energy relative to the best compared isomer or geometry (same formula, charge and spin) in kJ/mol: 140.7
Gap between HOMO and LUMO in eV: 5.596
Net charge: +2

3.
C34H38CeN5O6S as an isolated structure, computed with the ωB97M-V functional and the def2-TZVPD basis.

```
85
Properties=species:S:1:pos:R:3:mulliken_charge:R:1
Ce -0.830 -0.573 -0.762 -0.439
C 6.307 -0.777 1.500 -1.671
C 4.815 -0.591 1.438 0.099
C 3.995 -0.887 2.481 -1.087
C 2.569 -0.802 2.397 0.598
C 1.897 -1.295 3.520 -0.580
N 0.659 -1.710 3.705 0.010
C -0.337 -2.033 2.700 1.074
C -1.699 -2.277 3.341 -1.248
C -2.336 -1.011 3.939 -0.732
N -2.293 0.081 2.978 0.595
C -2.139 1.324 3.283 -0.188
C -1.929 2.414 2.394 0.244
C -1.908 3.715 2.935 -0.720
C -1.604 4.824 2.186 0.012
C -1.618 6.217 2.758 -1.698
C -1.241 4.619 0.850 -0.622
C -1.206 3.366 0.269 0.497
C -0.773 3.234 -1.114 -0.965
N -0.469 2.160 -1.728 0.576
C -0.038 2.354 -3.119 -1.089
C 1.462 2.655 -3.277 -0.681
C 2.395 1.434 -3.320 -0.366
N 2.964 1.076 -2.030 -0.715
C 2.284 0.497 -1.146 1.495
C 2.861 0.049 0.124 0.528
C 4.212 -0.135 0.244 -0.038
C 1.970 -0.219 1.216 -0.232
O 0.748 0.142 1.157 -0.265
C -1.619 2.219 1.007 0.118
O -1.702 1.076 0.438 0.978
H 6.639 -0.973 2.518 0.383
H 6.821 0.110 1.130 0.371
H 6.608 -1.621 0.878 0.333
H 4.422 -1.250 3.410 0.332
H 2.515 -1.417 4.405 0.413
H 0.433 -2.021 4.637 0.351
H -0.006 -2.908 2.134 0.312
H -0.371 -1.195 1.989 -0.861
H -1.636 -3.032 4.129 0.600
H -2.353 -2.660 2.565 0.183
H -1.821 -0.701 4.851 0.489
H -3.375 -1.233 4.187 0.325
H -2.457 -0.228 2.005 -0.499
H -2.127 1.561 4.345 0.425
H -2.156 3.836 3.985 0.414
H -1.937 6.212 3.798 0.383
H -2.298 6.858 2.196 0.364
H -0.624 6.665 2.706 0.358
H -0.951 5.476 0.250 0.541
H -0.703 4.190 -1.648 0.376
H -0.589 3.195 -3.553 0.652
H -0.281 1.459 -3.686 0.156
H 1.790 3.332 -2.483 0.316
H 1.573 3.182 -4.225 0.451
H 3.239 1.678 -3.963 0.506
H 1.858 0.589 -3.757 -0.021
H 1.206 0.260 -1.289 -0.259
H 4.827 0.094 -0.619 0.589
N -2.967 -0.011 -2.213 -0.189
C -4.346 -0.390 -1.831 -0.795
C -4.357 -1.704 -1.048 -0.593
C -3.916 -1.422 0.385 0.365
O -4.731 -1.288 1.279 -0.684
O -2.631 -1.296 0.560 0.019
H -2.958 0.950 -2.540 0.175
H -2.667 -0.593 -2.997 0.316
H -4.982 -0.481 -2.713 0.454
H -4.756 0.403 -1.204 0.381
H -3.665 -2.416 -1.503 0.146
H -5.360 -2.120 -1.031 0.493
O 0.810 -2.173 -0.434 -0.385
C 0.140 -2.776 -1.325 0.741
O -1.121 -2.777 -1.276 -0.453
C 0.778 -3.345 -2.542 -0.175
C 1.515 -4.516 -2.572 -0.289
C 1.950 -5.026 -3.785 -0.766
C 1.616 -4.366 -4.960 -0.554
C 0.908 -3.176 -4.929 -0.743
C 0.500 -2.632 -3.714 0.862
S -0.255 -1.049 -3.648 -0.582
H 1.735 -5.033 -1.645 0.497
H 2.534 -5.935 -3.813 0.418
H 1.925 -4.778 -5.913 0.407
H 0.661 -2.655 -5.846 0.461
```

Output
2S+1: 1
Energy in a.u.: -2916.8924
Energy relative to the best compared isomer or geometry (same formula, charge and spin) in kJ/mol: 50.7
Gap between HOMO and LUMO (alpha / beta) in eV: 5.660 / 5.661
Net charge: +1

4.
C34H38Cl3InN7O4Si as an isolated structure, computed with the ωB97M-V functional and the def2-TZVPD basis.

```
88
Properties=species:S:1:pos:R:3:mulliken_charge:R:1
In 0.107 0.022 -0.029 0.787
O -4.721 -1.254 -0.538 -0.718
C -4.932 0.039 -0.854 0.371
C -6.019 0.351 -1.671 -0.675
C -6.286 1.667 -2.002 -0.354
C -5.477 2.693 -1.524 -0.848
C -4.402 2.383 -0.707 -0.597
C -4.111 1.066 -0.363 0.693
C -2.933 0.731 0.494 0.579
O -2.464 -0.455 0.410 -0.880
N -2.464 1.725 1.224 -0.868
N -1.410 1.336 2.014 0.368
C -0.892 2.304 2.669 -0.381
C 0.198 2.170 3.633 0.706
C 0.610 3.333 4.294 -0.913
C 1.579 3.322 5.280 -0.744
C 2.159 2.118 5.654 -0.529
C 1.782 0.949 5.011 -0.447
C 0.837 0.984 3.997 0.662
O 0.444 -0.175 3.362 -0.518
H -3.869 -1.249 -0.015 0.325
H -6.643 -0.459 -2.027 0.452
H -7.131 1.895 -2.640 0.375
H -5.680 3.721 -1.792 0.389
H -3.746 3.154 -0.327 0.464
H -1.295 3.312 2.544 0.283
H 0.143 4.266 4.005 0.359
H 1.873 4.246 5.760 0.391
H 2.900 2.080 6.442 0.397
H 2.222 0.001 5.293 0.499
N 1.454 0.349 -2.624 0.019
C 2.828 0.234 -3.075 -0.822
C 3.382 -1.146 -2.760 -0.896
C 3.206 -1.576 -1.304 -0.218
N 1.949 -2.307 -1.130 -0.131
H 0.843 -0.314 -3.085 -0.026
H 1.094 1.286 -2.772 0.148
H 3.405 0.995 -2.542 0.387
H 2.962 0.428 -4.150 0.360
H 4.441 -1.152 -3.032 0.349
H 2.897 -1.895 -3.398 0.314
H 3.170 -0.688 -0.667 0.123
H 4.076 -2.169 -0.990 0.416
H 1.858 -2.644 -0.178 -0.066
H 1.941 -3.122 -1.733 0.212
C -5.288 -6.736 -2.094 -1.127
C -3.905 -6.743 -2.726 -0.765
N -3.493 -5.416 -3.171 0.313
C -3.326 -5.221 -4.601 -0.624
C -4.643 -5.248 -5.363 -1.149
C -3.029 -4.569 -2.204 -0.063
O -2.908 -4.936 -1.049 -0.677
C -2.702 -3.158 -2.583 0.161
C -3.533 -2.361 -3.360 0.360
C -3.186 -1.040 -3.580 -1.344
C -2.013 -0.564 -3.015 -0.022
N -1.214 -1.316 -2.260 0.022
C -1.568 -2.574 -2.034 -0.475
H -5.552 -7.736 -1.750 0.390
H -6.043 -6.405 -2.807 0.272
H -5.301 -6.066 -1.237 0.310
H -3.883 -7.399 -3.599 0.421
H -3.172 -7.112 -2.007 0.381
H -2.665 -6.010 -4.982 0.427
H -2.812 -4.276 -4.770 0.396
H -5.138 -6.214 -5.266 0.347
H -4.468 -5.065 -6.424 0.399
H -5.324 -4.484 -4.990 0.275
H -4.456 -2.760 -3.758 0.422
H -3.824 -0.379 -4.147 0.436
H -1.715 0.471 -3.142 0.268
H -0.922 -3.152 -1.382 0.518
N 4.624 -5.145 1.699 -0.587
C 3.919 -4.286 1.991 -0.083
C 3.038 -3.213 2.355 0.267
C 3.524 -1.907 2.433 -0.679
C 2.682 -0.868 2.775 0.309
C 1.346 -1.139 3.072 0.177
C 0.850 -2.437 2.982 -0.729
C 1.693 -3.469 2.621 -0.463
H 4.562 -1.709 2.200 0.459
H 3.046 0.149 2.810 0.602
H -0.199 -2.605 3.176 0.470
H 1.313 -4.479 2.542 0.473
Cl -0.804 2.629 -1.652 -0.295
Si 0.879 3.200 -0.287 0.186
Cl 0.221 5.201 0.165 -0.383
Cl 2.322 3.685 -1.860 -0.391
```

Output
2S+1: 1
Energy in a.u.: -3863.1209
Energy relative to the best compared isomer or geometry (same formula, charge and spin) in kJ/mol: 130.5
Gap between HOMO and LUMO in eV: 6.742
Net charge: -1

5.
A 10-piece molecular cluster, C34H38Cl8N6 overall, computed with the ωB97M-V functional and the def2-TZVPD basis.

```
86
Properties=species:S:1:pos:R:3:mulliken_charge:R:1
C 5.165 7.442 -7.728 -0.562
C 6.353 6.848 -8.119 0.143
C 7.235 6.284 -7.168 -0.363
N 6.943 6.348 -5.822 -0.402
C 5.859 7.049 -5.454 -0.267
C 4.932 7.571 -6.360 -0.397
H 4.503 7.914 -8.438 0.479
H 6.528 6.849 -9.185 0.279
H 8.151 5.776 -7.430 0.405
H 5.649 7.220 -4.409 0.346
H 4.009 7.977 -5.973 0.369
C 9.407 3.981 -11.292 -0.199
C 8.855 3.980 -9.993 -0.059
C 9.502 3.257 -8.978 -1.300
N 10.717 2.674 -9.167 0.178
C 11.257 2.758 -10.412 -0.112
C 10.604 3.324 -11.478 -0.730
H 8.877 4.401 -12.134 0.625
H 7.933 4.500 -9.777 0.285
H 9.153 3.338 -7.959 0.514
H 12.241 2.331 -10.536 0.241
H 11.116 3.401 -12.426 0.460
C 15.140 0.042 -7.936 -0.468
C 15.662 -1.039 -8.649 -0.431
C 14.917 -1.626 -9.661 -0.369
N 13.671 -1.195 -9.968 -0.560
C 13.175 -0.169 -9.182 -0.609
C 13.829 0.480 -8.194 0.169
H 15.828 0.419 -7.193 0.393
H 16.574 -1.542 -8.363 0.399
H 15.256 -2.445 -10.277 0.413
H 12.199 0.171 -9.496 0.627
H 13.359 1.239 -7.586 0.350
C 3.596 6.128 -11.303 -0.365
C 2.689 5.890 -10.275 -0.360
C 2.989 4.920 -9.306 -0.332
N 4.146 4.155 -9.361 -0.569
C 4.995 4.422 -10.367 -0.677
C 4.787 5.386 -11.355 -0.074
H 3.288 6.953 -11.929 0.363
H 1.745 6.407 -10.185 0.402
H 2.316 4.725 -8.484 0.385
H 5.847 3.766 -10.465 0.631
H 5.416 5.488 -12.227 0.608
C 14.613 1.066 -14.074 -0.699
C 15.120 0.448 -12.947 -0.140
C 15.302 1.184 -11.737 -0.524
N 14.887 2.449 -11.612 -0.406
C 14.266 2.988 -12.721 -0.202
C 14.090 2.353 -13.956 -0.169
H 14.566 0.625 -15.059 0.386
H 15.469 -0.563 -13.100 0.373
H 15.788 0.707 -10.899 0.497
H 13.973 3.995 -12.461 0.552
H 13.460 2.833 -14.691 0.343
C 12.379 5.375 -15.675 -0.542
C 12.253 5.714 -14.394 0.415
C 13.344 6.249 -13.750 -0.236
N 14.503 6.458 -14.437 -0.579
C 14.668 5.863 -15.661 -0.341
C 13.584 5.403 -16.372 -0.373
H 11.477 5.070 -16.185 0.350
H 11.347 5.600 -13.817 0.240
H 13.324 6.423 -12.684 0.267
H 15.528 6.043 -16.290 0.373
H 13.693 5.097 -17.402 0.415
Cl 10.141 -2.451 -7.834 -0.189
C 9.869 -0.638 -7.643 0.275
Cl 10.539 -0.050 -6.123 -0.142
H 10.329 -0.078 -8.458 -0.282
H 8.811 -0.379 -7.608 0.370
Cl 11.159 7.443 -11.417 -0.137
C 11.595 6.588 -9.934 0.684
Cl 13.290 5.876 -9.951 -0.177
H 11.407 7.216 -9.063 0.467
H 10.985 5.688 -9.851 -0.771
Cl 8.433 6.768 -14.658 -0.139
C 7.754 7.731 -13.308 -0.643
Cl 7.863 6.891 -11.749 0.011
H 8.294 8.676 -13.256 0.414
H 6.700 7.932 -13.505 0.376
Cl 11.125 5.496 -6.837 -0.110
C 11.368 3.983 -5.849 0.305
Cl 9.823 3.359 -5.218 -0.137
H 11.844 3.226 -6.472 -0.452
H 12.137 4.098 -5.085 0.417
```

Output
2S+1: 1
Energy in a.u.: -5328.3453
SMILES: c1ccncc1.c1ccncc1.c1ccncc1.c1ccncc1.c1ccncc1.c1ccncc1.ClCCl.ClCCl.ClCCl.ClCCl
Energy relative to the best compared isomer or geometry (same formula, charge and spin) in kJ/mol: 168.0
Gap between HOMO and LUMO in eV: 9.496